C22H20I2N2O3Tl as an isolated structure, computed with wB97M-V/def2-TZVPD.

Properties
HOMO-LUMO gap	0.232	Ha
ΔE to the lowest compared entry with this formula, charge and spin	0.0	kcal/mol
total charge	-1
E_HOMO	-4.2	eV
E_tot	-53157.76856	eV

Element x y z (Å)
Tl (1.37223, -0.61215, -0.73470)
C (0.05200, -3.27984, 2.63194)
C (1.11468, -3.93252, 2.02146)
C (2.34898, -3.30164, 1.92212)
C (2.52045, -2.02016, 2.42907)
C (1.45889, -1.36779, 3.04231)
C (0.22386, -1.99829, 3.14320)
H (-0.91568, -3.76397, 2.69131)
H (0.97404, -4.92056, 1.60065)
H (3.17118, -3.80076, 1.42384)
H (3.47294, -1.51505, 2.32719)
H (1.58685, -0.35889, 3.41191)
H (-0.60847, -1.47645, 3.60036)
C (0.73674, -0.57151, -5.56162)
O (-0.66713, -0.78404, -5.45746)
C (-1.36042, 0.06881, -4.63370)
C (-2.52433, 0.61320, -5.12226)
C (-3.31981, 1.44249, -4.32170)
C (-2.89945, 1.71054, -3.03773)
C (-1.72476, 1.15489, -2.50466)
C (-1.40733, 1.54859, -1.13130)
N (-0.43748, 1.17068, -0.39064)
N (-0.44740, 1.77504, 0.87049)
C (0.72232, 1.68193, 1.45695)
O (1.79155, 1.14640, 1.03293)
C (0.78093, 2.30580, 2.83656)
C (2.00567, 2.34457, 3.49159)
C (2.11296, 2.88481, 4.76895)
C (0.98931, 3.39364, 5.40551)
C (-0.23989, 3.36179, 4.75307)
C (-0.34321, 2.82383, 3.47776)
C (-0.92063, 0.28286, -3.28948)
O (0.11976, -0.33803, -2.85387)
H (1.01043, -0.81833, -6.58861)
H (0.99489, 0.46866, -5.35597)
H (1.28519, -1.20128, -4.86515)
H (-2.80497, 0.37944, -6.14337)
H (-4.23392, 1.87206, -4.71077)
H (-3.48989, 2.36156, -2.40077)
H (-2.08983, 2.27942, -0.68844)
H (2.86703, 1.94062, 2.97558)
H (3.07549, 2.90765, 5.26646)
H (1.06755, 3.80905, 6.40323)
H (-1.12207, 3.75739, 5.24310)
H (-1.28984, 2.79358, 2.95367)
I (-1.73265, -2.42087, -0.61119)
C (-1.08940, -3.17769, -2.47386)
I (0.41374, -4.67103, -2.33261)
H (-0.66158, -2.32817, -2.99927)
H (-1.93950, -3.62028, -2.97207)